(1)
DFT (wB97M-V/def2-TZVPD) results for 2 unconnected molecules or ions with the total composition C2H4NOS2 in a non-equilibrium geometry.

Each line ends with the Löwdin charge.
Atoms and positions in Å:
C  2.31  0.57  0.23  -1.323
C  -2.07  0.09  -0.05  -0.050
N  1.56  -2.22  0.13  -0.524
O  2.95  0.40  1.24  -0.137
S  1.70  1.87  -0.57  0.388
S  1.79  -1.07  -0.79  0.624
H  -3.06  -0.34  0.06  0.003
H  -1.32  -0.69  0.04  -0.005
H  -1.97  0.56  -1.02  0.013
H  -1.90  0.82  0.73  0.013

Calculated values
calculated total energy	-1004.9712	Ha
ΔE to the lowest compared entry with this formula, charge and spin	120.9	kJ/mol
highest occupied orbital energy	-3.336	eV
max |F|	1.2	eV/A
net charge	-1



(2)
DFT (wB97M-V/def2-TZVPD) results for 2 unconnected molecules or ions with the total composition Br2H3N2P in a non-equilibrium geometry.

Each line ends with the Löwdin charge.
Atoms and positions in Å:
N  0.95  -0.70  0.61  -0.137
N  -0.30  -0.77  1.12  -0.069
P  -1.73  1.36  -0.98  -0.066
Br  -1.79  -0.37  -2.26  0.075
Br  0.47  1.79  -1.19  0.061
H  1.04  -0.79  -0.40  0.029
H  1.67  -0.16  0.98  0.048
H  -0.30  -0.37  2.12  0.059

Calculated values
calculated total energy	-5600.6228	Ha
ΔE to the lowest compared entry with this formula, charge and spin	198.8	kJ/mol
highest occupied orbital energy (alpha / beta)	-7.839 / -8.256	eV
max |F|	2.0	eV/A



(3)
DFT (wB97M-V/def2-TZVPD) results for a molecular structure, C5H12NO in a non-equilibrium geometry.

Each line ends with the Löwdin charge.
Atoms and positions in Å:
C  1.05  -1.98  1.85  -0.593
O  0.75  -2.35  3.11  -0.379
C  0.75  -0.48  1.60  -0.268
C  0.94  -0.11  0.12  -0.217
C  0.72  1.42  0.03  -0.345
C  -2.32  0.77  -2.46  -0.063
N  0.16  2.32  -0.81  0.051
H  2.11  -2.16  1.44  0.081
H  0.38  -2.58  1.09  0.086
H  1.39  0.06  2.36  0.112
H  -0.30  -0.20  1.98  0.118
H  2.01  -0.36  -0.10  0.121
H  0.28  -0.72  -0.51  0.100
H  1.57  1.80  0.65  0.100
H  -0.48  1.57  -0.10  0.082
H  -2.37  -0.32  -2.66  0.014
H  -3.28  1.10  -2.64  -0.036
H  -1.70  1.01  -1.58  -0.033
H  -1.66  1.23  -3.36  0.068

Calculated values
calculated total energy	-327.5134	Ha
ΔE to the lowest compared entry with this formula, charge and spin	479.6	kJ/mol
highest occupied orbital energy	-2.527	eV
max |F|	5.5	eV/A
net charge	-1



(4)
DFT (wB97M-V/def2-TZVPD) results for a molecular structure, C40H32Cl2F3IN5O3OsS.

Each line ends with the Löwdin charge.
Atoms and positions in Å:
Os  0.04  -2.31  1.14  1.116
C  0.21  3.89  0.40  -0.029
O  -0.69  3.17  1.26  -0.100
C  -2.00  3.32  0.88  -0.263
C  -2.74  4.41  1.32  0.005
C  -4.07  4.54  0.95  -0.061
C  -4.67  3.58  0.15  -0.069
C  -3.94  2.48  -0.26  -0.004
C  -2.60  2.34  0.10  -0.170
N  -1.85  1.22  -0.35  0.181
C  -1.27  0.32  0.48  -0.336
N  -1.63  0.39  1.78  0.175
C  -0.86  -0.03  2.88  -0.158
C  -0.06  -1.17  2.83  -0.199
C  0.63  -1.45  4.01  -0.237
C  0.55  -0.69  5.16  -0.019
C  -0.27  0.43  5.17  0.008
C  -0.98  0.76  4.03  -0.210
O  -1.84  1.80  3.92  -0.082
C  -1.97  2.68  5.03  -0.043
N  -0.42  -0.58  0.04  -0.027
C  0.21  -0.32  -1.26  -0.292
C  2.01  0.77  -0.53  0.094
C  2.42  -1.14  -2.34  -0.023
C  1.71  -1.65  -3.36  -0.052
C  0.27  -1.49  -3.44  -0.021
C  -0.44  -0.92  -2.45  -0.269
O  -1.79  -0.79  -2.42  -0.115
C  -2.53  -1.38  -3.48  -0.039
H  1.22  3.63  0.72  0.096
H  0.05  4.97  0.50  0.097
H  0.07  3.60  -0.64  0.083
H  -2.25  5.15  1.94  0.129
H  -4.63  5.40  1.29  0.111
H  -5.71  3.68  -0.13  0.110
H  -4.40  1.70  -0.86  0.120
H  -2.00  0.90  -1.29  0.120
H  -2.30  1.11  2.00  0.139
H  1.60  -2.98  3.07  0.035
H  1.10  -0.96  6.05  0.124
H  -0.34  1.03  6.07  0.113
H  -2.67  3.45  4.72  0.096
H  -1.01  3.14  5.28  0.104
H  -2.37  2.16  5.90  0.101
H  2.96  1.28  -0.49  0.103
H  3.49  -1.27  -2.25  0.124
H  2.20  -2.20  -4.14  0.115
H  -0.23  -1.89  -4.31  0.111
H  -3.58  -1.22  -3.24  0.099
H  -2.33  -2.45  -3.55  0.102
H  -2.29  -0.90  -4.43  0.102
Cl  0.16  -3.78  -0.94  0.748
C  1.72  -4.56  -0.78  -0.601
C  1.92  -5.72  -1.50  -0.104
C  3.14  -6.36  -1.41  -0.068
C  4.14  -5.84  -0.60  -0.101
C  3.91  -4.68  0.11  -0.681
Cl  5.19  -4.07  1.12  0.679
C  2.69  -3.99  0.05  -0.665
S  2.45  -2.49  0.93  0.619
H  1.13  -6.11  -2.13  0.110
H  3.32  -7.27  -1.97  0.114
H  5.10  -6.33  -0.52  0.111
I  -0.62  -6.10  5.76  0.957
C  0.09  -4.66  4.43  -0.695
C  0.92  -3.74  4.90  -0.143
N  1.48  -2.67  4.06  0.070
N  -0.18  -3.92  2.15  -0.187
C  -0.39  -4.79  3.03  -0.307
H  1.22  -3.68  5.93  0.108
H  2.41  -2.42  4.40  0.180
H  -0.95  -5.71  2.81  0.085
F  1.85  5.02  -6.36  0.144
C  0.66  4.80  -5.79  -0.586
F  0.23  5.98  -5.31  0.145
F  -0.20  4.43  -6.76  0.141
C  0.74  3.77  -4.70  -0.116
C  -0.38  3.02  -4.38  0.010
C  -0.33  2.10  -3.34  -0.001
C  0.85  1.92  -2.61  -0.157
C  1.97  2.68  -2.95  0.006
C  1.92  3.60  -3.99  0.010
C  0.92  1.00  -1.47  -0.141
C  1.72  -0.39  -1.33  -0.254
H  -1.29  3.15  -4.94  0.127
H  -1.21  1.52  -3.12  0.103
H  2.89  2.55  -2.40  0.116
H  2.80  4.17  -4.24  0.127

Calculated values
calculated total energy	-4049.1279	Ha
ΔE to the lowest compared entry with this formula, charge and spin	1.6	kJ/mol
highest occupied orbital energy (alpha / beta)	-8.942 / -10.496	eV
max |F|	0.4	eV/A
expectation value of S²	6.0298
net charge	+1
2S+1	5



(5)
DFT (wB97M-V/def2-TZVPD) results for a molecular structure, C42H44F5IrN4Se in a non-equilibrium geometry.

Each line ends with the Löwdin charge.
Atoms and positions in Å:
Ir  0.21  -0.16  -0.57  1.379
C  -5.28  -1.41  2.17  -0.074
C  -5.07  -1.64  0.67  -0.180
C  -3.94  -0.80  0.19  -0.132
C  -4.00  0.44  -0.38  -0.130
C  -5.21  1.20  -0.83  -0.186
C  -5.79  2.12  0.25  -0.076
C  -2.65  0.87  -0.60  -0.229
C  -2.28  2.12  -1.05  0.066
C  -0.99  2.56  -1.24  -0.218
C  -0.60  3.91  -1.53  -0.113
C  -1.56  5.03  -1.78  -0.183
C  -2.01  5.76  -0.51  -0.075
C  0.77  3.93  -1.55  -0.121
C  1.21  2.57  -1.34  -0.260
C  2.52  2.13  -1.44  0.044
C  2.94  0.81  -1.43  -0.239
N  2.14  -0.26  -1.16  -0.082
C  2.91  -1.38  -1.31  -0.220
C  2.50  -2.66  -0.96  0.067
C  1.29  -2.98  -0.38  -0.217
N  0.25  -2.12  -0.16  -0.072
C  -0.75  -2.84  0.42  -0.225
C  -2.04  -2.38  0.64  0.064
C  -2.54  -1.15  0.26  -0.217
N  -1.78  -0.12  -0.23  -0.056
C  -0.31  -4.20  0.63  -0.126
C  0.95  -4.29  0.11  -0.123
C  1.82  -5.50  0.00  -0.187
C  1.58  -6.23  -1.33  -0.080
C  -1.08  -5.26  1.34  -0.184
C  -0.82  -5.16  2.84  -0.073
C  4.22  -1.02  -1.77  -0.131
C  4.26  0.35  -1.79  -0.130
C  5.44  1.22  -2.08  -0.190
C  6.15  1.60  -0.77  -0.078
C  5.27  -1.98  -2.22  -0.188
C  5.01  -2.36  -3.68  -0.081
N  0.12  1.76  -1.14  -0.103
C  1.67  5.11  -1.66  -0.180
C  1.95  5.69  -0.27  -0.068
H  -6.16  -1.94  2.53  0.072
H  -5.41  -0.34  2.37  0.065
H  -4.42  -1.75  2.74  0.071
H  -5.98  -1.36  0.13  0.108
H  -4.87  -2.69  0.48  0.108
H  -5.98  0.49  -1.14  0.110
H  -4.94  1.80  -1.70  0.107
H  -6.19  1.53  1.07  0.064
H  -6.59  2.72  -0.17  0.072
H  -5.03  2.78  0.65  0.070
H  -3.08  2.83  -1.23  0.108
H  -2.44  4.63  -2.29  0.107
H  -1.09  5.76  -2.45  0.110
H  -2.39  5.06  0.23  0.073
H  -2.80  6.47  -0.76  0.072
H  -1.18  6.31  -0.07  0.060
H  3.28  2.88  -1.60  0.109
H  3.22  -3.45  -1.10  0.107
H  -2.75  -3.08  1.07  0.110
H  1.61  -6.18  0.82  0.110
H  2.87  -5.20  0.06  0.106
H  0.56  -6.59  -1.39  0.074
H  2.26  -7.08  -1.41  0.071
H  1.76  -5.57  -2.18  0.074
H  -0.77  -6.25  0.97  0.108
H  -2.15  -5.16  1.15  0.106
H  0.25  -5.25  3.04  0.078
H  -1.34  -5.95  3.38  0.072
H  -1.14  -4.20  3.22  0.070
H  5.12  2.12  -2.60  0.107
H  6.14  0.69  -2.73  0.107
H  5.48  2.15  -0.12  0.073
H  7.02  2.22  -0.98  0.070
H  6.47  0.71  -0.24  0.077
H  5.25  -2.89  -1.61  0.105
H  6.26  -1.55  -2.14  0.108
H  4.02  -2.80  -3.79  0.073
H  5.75  -3.08  -4.03  0.070
H  5.07  -1.48  -4.32  0.076
H  1.20  5.87  -2.29  0.109
H  2.61  4.82  -2.14  0.103
H  1.01  5.90  0.24  0.062
H  2.52  6.61  -0.35  0.073
H  2.50  4.98  0.33  0.078
F  -1.84  1.86  6.02  0.101
C  -1.65  1.36  4.77  -0.252
C  -2.21  2.10  3.60  0.041
F  -2.85  1.43  2.60  0.061
C  -0.73  2.03  3.69  -0.360
F  -0.02  3.16  3.92  0.077
C  -0.05  0.92  2.99  -0.561
Se  1.36  1.17  1.82  0.798
C  -0.54  -0.26  3.52  -0.257
F  -0.13  -1.47  3.11  0.090
C  -1.40  -0.07  4.59  -0.102
F  -1.95  -1.03  5.34  0.110

Calculated values
calculated total energy	-4850.8491	Ha
ΔE to the lowest compared entry with this formula, charge and spin	50.1	kJ/mol
highest occupied orbital energy (alpha / beta)	-6.418 / -6.965	eV
max |F|	1.2	eV/A
expectation value of S²	6.0411
2S+1	5



(6)
DFT (wB97M-V/def2-TZVPD) results for a molecular structure, C28H32Cl4Ge2MoN2O.

Each line ends with the Löwdin charge.
Atoms and positions in Å:
Mo  1.02  0.51  1.38  1.191
C  -4.00  1.31  1.95  -0.174
C  -2.48  1.42  1.99  -0.381
Ge  -1.51  0.64  0.44  0.826
C  -2.01  1.64  -1.21  -0.370
C  -3.39  1.30  -1.76  -0.167
C  -2.26  -1.13  0.13  -0.260
C  -1.47  -2.20  -0.02  -0.345
Ge  0.45  -1.80  0.21  0.866
C  1.38  -2.90  1.58  -0.379
C  1.52  -4.41  1.38  -0.175
C  1.49  -1.72  -1.47  -0.388
C  1.55  -2.94  -2.39  -0.176
C  -1.97  -3.56  -0.36  -0.227
C  -3.33  -3.88  -0.29  -0.038
C  -3.79  -5.15  -0.62  -0.084
C  -2.90  -6.13  -1.03  -0.094
C  -1.55  -5.84  -1.09  -0.076
C  -1.10  -4.57  -0.76  -0.071
H  -4.45  1.69  2.86  0.065
H  -4.32  0.27  1.83  0.059
H  -4.42  1.88  1.12  0.050
H  -2.09  0.90  2.87  0.046
H  -2.17  2.46  2.10  0.019
H  -1.25  1.41  -1.96  0.038
H  -1.93  2.72  -1.01  0.043
H  -3.48  0.24  -1.98  0.058
H  -3.58  1.84  -2.69  0.066
H  -4.19  1.56  -1.06  0.051
H  -3.33  -1.23  -0.02  0.049
H  0.88  -2.69  2.53  0.048
H  2.38  -2.45  1.66  0.047
H  0.55  -4.91  1.38  0.057
H  2.12  -4.84  2.18  0.067
H  2.02  -4.65  0.43  0.057
H  2.50  -1.43  -1.16  0.031
H  1.09  -0.86  -2.03  0.018
H  1.96  -3.81  -1.89  0.054
H  2.19  -2.74  -3.26  0.067
H  0.56  -3.21  -2.77  0.063
H  -4.05  -3.14  0.03  0.101
H  -4.85  -5.37  -0.55  0.101
H  -3.26  -7.12  -1.28  0.099
H  -0.84  -6.59  -1.40  0.105
H  -0.04  -4.36  -0.82  0.061
Cl  5.42  -0.13  -0.18  0.690
C  5.07  1.43  0.46  -0.613
C  6.02  2.43  0.44  -0.101
C  5.75  3.71  0.92  -0.094
C  4.50  3.98  1.45  -0.104
C  3.58  2.95  1.50  -0.417
Cl  2.02  3.25  2.27  1.136
C  3.78  1.64  1.00  -0.470
N  2.79  0.75  1.00  -0.224
H  6.99  2.20  0.01  0.108
H  6.50  4.48  0.88  0.104
H  4.25  4.96  1.83  0.110
Cl  -0.70  4.96  2.28  0.724
C  -0.38  4.63  0.62  -0.612
C  -0.85  5.50  -0.33  -0.097
C  -0.58  5.25  -1.67  -0.063
C  0.17  4.15  -2.04  -0.104
C  0.64  3.29  -1.06  -0.605
Cl  1.56  1.91  -1.54  0.782
C  0.37  3.50  0.29  -0.469
N  0.80  2.58  1.27  -0.515
H  -1.43  6.36  -0.02  0.109
H  -0.95  5.93  -2.43  0.113
H  0.38  3.94  -3.08  0.113
O  0.65  0.15  2.96  -0.500

Calculated values
calculated total energy	-7333.5907	Ha
ΔE to the lowest compared entry with this formula, charge and spin	325.4	kJ/mol
highest occupied orbital energy	-7.585	eV
max |F|	0.7	eV/A